1.
Here is a molecular structure, C12H17IrN6S2 from the Open Molecules 2025 dataset. Energies are from wB97M-V/def2-TZVPD.

Summary:
- LUMO level (spin up / spin down): -10.6 / -12.9 eV
- Spin multiplicity: 6
- Total charge: +3
- Kohn-Sham gap (spin up / spin down): 7.412 / 6.443 eV
- Expectation value of S²: 8.794
- Highest occupied orbital energy (spin up / spin down): -18.03 / -19.32 eV
- DFT total energy: -46139.9953 eV

Last column: Löwdin spin population.
Geometry (Å):
Ir: -1.44 0.99 0.72  2.5230
C: -2.69 -1.62 -2.85  0.0257
C: -2.24 -1.05 -1.56  0.1846
N: -2.43 0.23 -1.22  0.2153
N: -3.21 0.96 -1.95  0.4108
C: -3.55 2.15 -1.33  0.0910
N: -4.31 2.92 -2.05  0.2014
S: -3.12 2.61 0.29  0.3321
C: -1.65 -1.84 -0.49  0.0139
C: -1.57 -3.22 -0.57  0.0633
C: -1.15 -3.95 0.55  0.0058
C: -0.80 -3.27 1.69  0.0524
C: -0.86 -1.87 1.70  0.0503
N: -1.28 -1.18 0.65  0.1396
H: -3.60 -2.21 -2.69  0.0112
H: -1.94 -2.30 -3.24  0.0052
H: -2.91 -0.84 -3.57  0.0010
H: -4.60 2.64 -2.98  0.0030
H: -4.66 3.80 -1.69  0.0063
H: -1.87 -3.73 -1.47  0.0035
H: -1.11 -5.03 0.51  -0.0006
H: -0.49 -3.79 2.59  0.0022
H: -0.57 -1.32 2.58  0.0065
S: 0.36 2.42 1.16  0.5099
C: 1.99 1.72 1.14  0.0798
N: 2.49 1.19 0.04  0.0209
C: 3.90 0.75 -0.08  0.0031
C: 4.75 1.47 0.95  0.0009
C: 4.11 1.40 2.33  0.0045
N: 2.70 1.83 2.23  0.0241
H: 1.92 1.20 -0.79  0.0018
H: 4.23 0.98 -1.09  0.0002
H: 3.94 -0.33 0.05  0.0012
H: 4.88 2.52 0.65  0.0000
H: 5.74 1.02 0.99  0.0001
H: 4.61 2.06 3.03  0.0004
H: 4.14 0.39 2.73  0.0010
H: 2.27 2.28 3.04  0.0045



2.
Here is 2 unconnected molecules or ions with the total composition C12H17N in a non-equilibrium geometry from the Open Molecules 2025 dataset. Energies are from wB97M-V/def2-TZVPD.

Summary:
- LUMO level: 0.9 eV
- SMILES: Cc1c[nH]c2ccccc12.CCC
- Relative energy (zero: lowest compared OMol25 entry of this formula, charge and spin): 43.8 kJ/mol
- Kohn-Sham gap: 8.789 eV
- Highest occupied orbital energy: -7.84 eV
- DFT total energy: -14209.8836 eV

Last column: Löwdin charge in e.
Geometry (Å):
C: 0.50 2.89 0.77  -0.3180
C: -0.41 2.41 1.90  -0.1226
C: -0.10 2.87 -0.64  -0.1187
H: 0.78 3.92 1.00  0.0922
H: 1.43 2.31 0.76  0.0990
H: -0.47 1.34 2.01  0.0525
H: -0.25 1.87 -1.02  0.0550
H: -1.03 3.46 -0.68  0.0711
H: -1.43 2.81 1.85  0.0705
H: -0.04 2.84 2.84  0.0648
H: 0.51 3.51 -1.27  0.0595
C: -1.00 -1.30 -2.90  -0.0477
C: 0.17 -1.57 -0.57  -0.1546
C: -0.94 -1.72 -1.46  -0.2351
C: -0.27 -1.93 0.71  -0.2184
C: -2.01 -2.08 -0.71  -0.0604
C: 1.52 -1.34 -0.84  -0.0210
C: 0.58 -1.79 1.82  -0.0246
C: 2.39 -1.29 0.24  -0.0990
C: 1.89 -1.49 1.53  -0.1105
N: -1.61 -2.22 0.61  0.0699
H: 1.83 -1.21 -1.87  0.1084
H: -0.14 -1.64 -3.47  0.0707
H: -0.98 -0.21 -2.96  0.0745
H: -3.05 -2.11 -0.98  0.1185
H: -2.12 -2.62 1.38  0.1534
H: 0.21 -1.73 2.84  0.1034
H: 3.42 -0.99 0.11  0.0963
H: 2.51 -1.30 2.39  0.0946
H: -1.89 -1.68 -3.40  0.0760



3.
Here is 2 unconnected molecules or ions with the total composition C12H17N in a non-equilibrium geometry from the Open Molecules 2025 dataset. Energies are from wB97M-V/def2-TZVPD.

Summary:
- LUMO level: 0.9 eV
- SMILES: CCc1c[nH]c2ccccc12.CC
- Relative energy (zero: lowest compared OMol25 entry of this formula, charge and spin): 74.2 kJ/mol
- Kohn-Sham gap: 8.749 eV
- Highest occupied orbital energy: -7.85 eV
- DFT total energy: -14209.5682 eV

Last column: Löwdin charge in e.
Geometry (Å):
C: -1.73 -1.61 -1.54  -0.2016
C: -1.24 -2.38 -2.77  -0.0930
C: -0.85 -0.45 -1.16  -0.1981
C: -0.75 0.73 -1.83  -0.0476
C: 0.36 -0.60 -0.41  -0.1359
C: 1.12 0.58 -0.59  -0.2189
C: 0.83 -1.57 0.50  -0.0243
C: 2.33 0.83 0.05  -0.0251
C: 2.00 -1.32 1.17  -0.1013
C: 2.75 -0.14 0.94  -0.1054
N: 0.41 1.38 -1.44  0.0709
H: -2.75 -1.27 -1.71  0.1030
H: -1.77 -2.26 -0.66  0.0974
H: -0.28 -1.97 -3.12  0.0762
H: -1.45 1.33 -2.40  0.1222
H: 0.66 2.31 -1.71  0.1486
H: 0.22 -2.45 0.64  0.1063
H: 2.98 1.68 -0.12  0.1050
H: 2.44 -2.02 1.87  0.0943
H: 3.75 -0.09 1.36  0.0976
H: -1.92 -2.39 -3.62  0.0654
H: -0.99 -3.41 -2.54  0.0639
C: -1.11 2.28 3.02  -0.1779
C: -2.50 1.74 3.24  -0.1762
H: -0.31 1.59 3.31  0.0632
H: -0.74 2.57 2.04  0.0540
H: -0.96 3.18 3.63  0.0598
H: -3.21 2.45 3.66  0.0574
H: -2.50 0.90 3.93  0.0602
H: -2.99 1.26 2.39  0.0600



4.
Here is 2 unconnected molecules or ions with the total composition C12H17N in a non-equilibrium geometry from the Open Molecules 2025 dataset. Energies are from wB97M-V/def2-TZVPD.

Summary:
- LUMO level: 0.9 eV
- SMILES: Cc1c[nH]c2ccccc12.CCC
- Relative energy (zero: lowest compared OMol25 entry of this formula, charge and spin): 253.6 kJ/mol
- Kohn-Sham gap: 9.000 eV
- Highest occupied orbital energy: -8.10 eV
- DFT total energy: -14207.7093 eV

Last column: Löwdin charge in e.
Geometry (Å):
C: 1.43 -3.46 0.13  -0.0646
C: -1.30 -0.95 0.22  -0.2504
C: -0.31 -1.69 -0.51  -0.1270
C: 0.42 -2.42 0.53  -0.2047
C: -0.27 -2.21 1.74  -0.0127
C: -2.23 -0.07 -0.42  -0.0676
C: -2.10 0.08 -1.77  -0.1147
C: -0.35 -1.70 -1.94  -0.0151
C: -1.33 -0.86 -2.53  -0.0863
N: -1.37 -1.27 1.56  0.0841
H: -1.44 -0.57 2.22  0.1039
H: -2.82 0.59 0.24  0.1156
H: -0.02 -2.57 2.69  0.0891
H: -2.92 0.88 -2.14  0.1388
H: 0.23 -2.29 -2.53  0.0633
H: 1.75 -3.57 -0.95  0.0867
H: 1.18 -4.50 0.31  0.0716
H: -1.50 -1.16 -3.59  0.1019
H: 2.37 -3.22 0.64  0.0744
C: 0.44 2.46 0.65  -0.2976
C: 0.57 3.61 -0.42  -0.1048
C: 1.72 2.25 1.43  -0.1662
H: -0.26 2.80 1.42  0.0929
H: 0.13 1.47 0.05  0.1287
H: 1.03 3.36 -1.35  0.0540
H: 1.10 4.54 -0.04  0.1015
H: 1.64 1.42 2.12  0.0487
H: 2.65 2.17 0.77  0.0955
H: -0.33 3.83 -0.72  -0.0135
H: 1.89 3.06 2.19  0.0745



5.
Here is 2 unconnected molecules or ions with the total composition C12H17N in a non-equilibrium geometry from the Open Molecules 2025 dataset. Energies are from wB97M-V/def2-TZVPD.

Summary:
- LUMO level: 0.8 eV
- SMILES: CCc1c[nH]c2ccccc12.CC
- Relative energy (zero: lowest compared OMol25 entry of this formula, charge and spin): 289.0 kJ/mol
- Kohn-Sham gap: 8.564 eV
- Highest occupied orbital energy: -7.77 eV
- DFT total energy: -14207.3426 eV

Last column: Löwdin charge in e.
Geometry (Å):
C: 2.06 1.84 -2.39  -0.1521
C: 1.19 3.07 -2.35  -0.1678
H: 1.44 0.93 -2.72  0.0750
H: 2.74 1.87 -3.20  0.0578
H: 2.39 1.55 -1.43  0.0322
H: 1.50 3.80 -3.03  0.0342
H: 0.16 2.98 -2.69  0.0649
H: 1.12 3.69 -1.46  0.0717
C: -1.32 -2.24 -0.75  -0.2493
C: -2.47 -1.64 -1.56  -0.1077
C: -0.63 -1.24 0.02  -0.2266
C: 0.09 -0.30 -0.72  0.0263
C: -0.32 -1.14 1.43  -0.1143
C: 0.61 -0.08 1.53  -0.2597
C: -0.89 -1.74 2.60  -0.0178
C: 1.08 0.38 2.78  -0.0091
C: -0.57 -1.11 3.81  -0.1179
C: 0.40 -0.09 3.96  -0.0795
N: 0.68 0.57 0.36  0.0883
H: -1.59 -3.06 -0.15  0.0878
H: -0.58 -2.70 -1.44  0.1241
H: -3.44 -1.53 -1.13  0.0347
H: -0.04 0.01 -1.71  0.0787
H: 1.24 1.32 0.05  0.0987
H: -1.54 -2.60 2.43  0.1083
H: 1.75 1.25 2.84  0.1020
H: -1.16 -1.49 4.66  0.0985
H: 0.86 0.31 4.84  0.0869
H: -2.46 -2.12 -2.73  0.1301
H: -2.28 -0.48 -1.85  0.1016



6.
Here is 2 unconnected molecules or ions with the total composition C12H17N in a non-equilibrium geometry from the Open Molecules 2025 dataset. Energies are from wB97M-V/def2-TZVPD.

Summary:
- LUMO level (spin up / spin down): -3.9 / -7.1 eV
- Spin multiplicity: 2
- Total charge: +1
- Relative energy (zero: lowest compared OMol25 entry of this formula, charge and spin): 94.9 kJ/mol
- Kohn-Sham gap (spin up / spin down): 9.233 / 6.552 eV
- Expectation value of S²: 0.776
- Highest occupied orbital energy (spin up / spin down): -13.17 / -13.67 eV
- DFT total energy: -14201.7999 eV

Last column: Löwdin spin population.
Geometry (Å):
C: 0.85 1.73 -2.13  0.0298
C: -1.72 -0.77 -1.18  0.0449
C: -1.25 0.58 -1.16  0.0264
C: -0.08 0.59 -1.95  0.1888
C: -0.01 -0.66 -2.59  0.2499
C: -2.77 -1.21 -0.41  0.0290
C: -3.39 -0.26 0.43  0.1515
C: -2.87 1.04 0.62  -0.0066
C: -1.79 1.39 -0.15  0.1197
N: -0.93 -1.52 -2.09  0.1226
H: -3.14 -2.22 -0.39  -0.0003
H: -4.13 -0.67 1.10  0.0070
H: -1.47 -2.16 -2.66  0.0045
H: -3.38 1.71 1.28  -0.0028
H: 0.80 -1.07 -3.18  0.0081
H: -1.34 2.36 0.07  0.0047
H: 0.39 2.59 -1.63  0.0007
H: 1.06 1.84 -3.19  0.0075
H: 1.80 1.65 -1.60  0.0116
C: 1.66 -0.85 1.68  0.0001
C: 2.08 -0.67 3.11  0.0000
C: 2.47 0.07 0.73  0.0014
H: 1.83 -1.90 1.42  0.0000
H: 0.62 -0.60 1.45  0.0002
H: 2.12 -1.58 3.71  0.0000
H: 3.52 -0.23 0.84  0.0001
H: 2.17 -0.09 -0.30  0.0012
H: 1.41 -0.03 3.71  0.0000
H: 3.00 -0.12 3.32  0.0000
H: 2.47 1.08 1.15  0.0002